# C4H5NO4

One molecule with the formula C4H5NO4 in a non-equilibrium geometry (ωB97M-V/def2-TZVPD, OMol25).

As for the structure (SMILES): [NH3+]C1=C([O-])C(O)(O)C1=O. Its frontier orbital gap is 7.940 eV. The value obtained for the HOMO energy is -8.319 eV. As for the total charge: 0. The value obtained for the molar mass is 131.1 Da. The LUMO energy is -0.38 eV.

The geometry in XYZ format:
```
14
Properties=species:S:1:pos:R:3:forces:R:3:lowdin_charge:R:1
C 0.347865 0.059459 0.028700 1.0448 -0.1046 0.0768 -0.135
C -0.513512 1.156748 0.070257 -1.7394 -1.1260 -0.0699 -0.306
C -0.578567 -1.004814 0.027783 0.0063 0.0201 -0.0464 -0.351
C -1.769654 -0.003397 0.007748 1.5545 1.4996 -0.0106 -0.433
N 1.857018 0.004698 0.030445 -1.0742 -0.2089 0.0371 0.245
O -0.468295 2.361822 0.085646 0.1030 0.2437 0.0372 0.054
O -0.498376 -2.214910 0.069454 -0.0537 -0.2748 -0.0234 0.056
O -2.594209 0.016239 1.119030 -0.0496 0.0112 0.0227 0.068
O -2.454950 -0.008430 -1.198976 -0.0906 -0.2602 0.0003 0.066
H 2.180990 -0.459737 -0.824147 0.1203 0.1695 0.2317 0.170
H 2.173345 -0.530146 0.846302 0.0946 0.1468 -0.2265 0.170
H 2.209525 0.964294 0.078809 0.0257 -0.1707 -0.0435 0.168
H -3.119402 -0.795950 1.124103 0.0572 0.0016 -0.0403 0.116
H -2.988139 0.793999 -1.243278 0.0011 0.0527 0.0546 0.114
```
Positions in Å, forces in eV/Å.